[1]
ORCA calculation (ωB97M-V/def2-TZVPD) on C18H16BF6N2PRu as an isolated structure.

Orbital gap = 6.58 eV
Net charge = +2
HOMO level = -15.88 eV
ΔE to the lowest compared entry with this formula, charge and spin = 7.5 kcal/mol
E_LUMO = -9.297 eV

The geometry in XYZ format:
```
45
C18H16BF6N2PRu ωB97M-V/def2-TZVPD
Ru 0.81 -1.07 -0.36
N -0.71 1.35 -1.49
P -0.38 0.77 0.01
C -1.24 -0.76 0.48
C -1.35 -1.03 1.86
C -1.69 -2.29 2.28
C -1.83 -3.32 1.35
C -1.74 -3.07 -0.01
C -1.49 -1.77 -0.47
C -0.40 2.05 1.19
C 0.81 2.67 1.54
C 0.77 3.72 2.45
C -0.44 4.13 2.98
C -1.64 3.51 2.62
C -1.63 2.46 1.72
C -0.31 0.62 -2.62
C -0.62 1.05 -3.91
C -0.23 0.26 -4.97
C 0.43 -0.94 -4.72
C 0.70 -1.29 -3.42
N 0.36 -0.51 -2.37
H -1.09 2.28 -1.63
H -1.11 -0.26 2.59
H -1.78 -2.50 3.34
H -2.03 -4.33 1.68
H -1.93 -3.86 -0.73
H -1.62 -1.53 -1.52
H 1.75 2.33 1.14
H 1.69 4.20 2.74
H -0.46 4.95 3.69
H -2.58 3.85 3.05
H -2.56 1.97 1.45
H -1.16 1.97 -4.05
H -0.45 0.58 -5.98
H 0.73 -1.59 -5.53
H 1.20 -2.21 -3.19
F 2.80 -0.35 -0.66
C 2.69 -1.73 -0.77
F 3.04 -2.17 -1.93
H 3.16 -2.22 0.09
F 1.22 -1.78 1.43
B 2.49 -1.10 2.61
F 1.98 -1.56 3.73
F 3.57 -1.67 2.07
F 2.28 0.19 2.28
```

---

[2]
ORCA calculation (ωB97M-V/def2-TZVPD) on C42H54BrN2NiOS2Si2 as an isolated structure.

Multiplicity = 3
Orbital gap (alpha / beta) = 5.81 / 6.65 eV
Net charge = -1
HOMO level (alpha / beta) = -3.42 / -4.40 eV
ΔE to the lowest compared entry with this formula, charge and spin = 20.2 kcal/mol
E_LUMO (alpha / beta) = 2.389 / 2.250 eV

The geometry in XYZ format:
```
105
C42H54BrN2NiOS2Si2 ωB97M-V/def2-TZVPD
Ni -0.61 1.50 0.70
C 0.93 4.35 -0.55
Si -0.10 3.73 0.88
C 0.82 4.37 2.39
C -1.64 4.85 0.86
C -1.61 6.25 0.90
C -2.79 6.99 0.89
C -4.02 6.33 0.83
C -4.05 4.94 0.79
C -2.86 4.19 0.80
Si -2.76 2.30 0.71
C -3.76 1.89 -0.83
C -3.86 1.69 2.11
H 1.02 5.45 -0.47
H 0.46 4.11 -1.51
H 1.94 3.92 -0.55
H 0.82 5.47 2.34
H 1.85 4.01 2.42
H 0.32 4.06 3.32
H -0.66 6.78 0.94
H -2.76 8.07 0.92
H -4.94 6.90 0.82
H -5.01 4.44 0.74
H -4.74 2.38 -0.73
H -3.90 0.82 -0.95
H -3.27 2.28 -1.73
H -4.78 2.28 2.07
H -3.39 1.82 3.09
H -4.11 0.63 1.99
S 1.27 1.21 2.36
C 2.74 1.27 1.48
N 3.94 1.39 2.16
C 5.19 1.52 1.44
C 5.14 0.71 0.17
N 3.99 1.12 -0.60
C 4.07 0.95 -2.04
C 4.02 -0.49 -2.52
C 5.15 -1.30 -2.47
C 5.10 -2.63 -2.87
C 3.91 -3.17 -3.35
C 2.78 -2.37 -3.42
C 2.83 -1.04 -3.01
C 2.76 1.17 0.05
S 1.32 1.06 -0.82
C 4.07 1.27 3.61
C 4.60 -0.09 4.01
C 3.87 -1.24 3.67
C 4.35 -2.49 4.00
C 5.56 -2.63 4.67
C 6.29 -1.50 5.01
C 5.81 -0.24 4.67
H 6.00 1.16 2.07
H 5.38 2.57 1.19
H 5.10 -0.36 0.43
H 6.04 0.89 -0.41
H 5.02 1.39 -2.36
H 3.26 1.51 -2.49
H 6.09 -0.89 -2.11
H 5.99 -3.24 -2.82
H 3.87 -4.20 -3.67
H 1.85 -2.78 -3.79
H 1.94 -0.43 -3.04
H 3.09 1.43 4.04
H 4.73 2.05 3.98
H 2.92 -1.12 3.15
H 3.78 -3.37 3.73
H 5.94 -3.62 4.92
H 7.24 -1.60 5.52
H 6.38 0.65 4.93
C -4.58 -5.09 1.24
C -4.35 -4.64 -0.20
C -3.62 -5.76 -0.95
C -5.73 -4.42 -0.85
C -3.53 -3.35 -0.27
C -2.99 -2.71 0.84
C -2.27 -1.54 0.67
Br -1.47 -0.73 2.20
C -2.03 -0.90 -0.56
O -1.41 0.24 -0.66
C -2.54 -1.59 -1.70
C -3.27 -2.76 -1.51
C -2.31 -1.14 -3.16
C -3.67 -0.87 -3.83
C -1.46 0.13 -3.32
C -1.58 -2.26 -3.91
H -5.19 -6.00 1.24
H -5.10 -4.33 1.83
H -3.64 -5.33 1.74
H -4.18 -6.70 -0.88
H -2.62 -5.92 -0.52
H -3.49 -5.52 -2.01
H -6.33 -5.33 -0.80
H -5.63 -4.14 -1.91
H -6.27 -3.61 -0.34
H -3.11 -3.11 1.84
H -3.66 -3.25 -2.39
H -4.20 -0.07 -3.31
H -4.31 -1.76 -3.84
H -3.51 -0.55 -4.87
H -1.93 1.00 -2.87
H -1.34 0.31 -4.40
H -0.47 0.02 -2.87
H -2.14 -3.20 -3.91
H -0.60 -2.45 -3.45
H -1.42 -1.97 -4.96
```